Molecular formula: C6H12O
Method: DFT, ωB97M-V/def2-TZVPD

```
19
Properties=species:S:1:pos:R:3:forces:R:3:nbo_charge:R:1
O -1.0598 2.4082 -3.7761 -0.39 0.81 2.34 -0.93
C -1.0287 -1.5416 1.2939 0.74 1.35 1.06 -0.15
C -0.4452 -1.0915 -0.0265 1.85 -1.35 -0.21 -0.51
C 0.3816 1.1949 0.7597 2.74 0.70 2.43 -0.67
C 2.0719 -0.3711 -0.0789 -2.85 -4.79 -1.20 -0.37
C 0.7867 -0.3022 0.3171 0.31 5.27 -1.89 0.03
C -0.3846 -1.4087 2.5275 -2.55 -2.02 -3.11 -0.46
H 0.8675 1.4645 1.8473 -0.41 -0.52 -2.75 0.21
H -1.1445 -0.6640 -0.8340 0.94 -0.12 1.69 0.24
H -1.1982 3.3858 -3.7160 0.19 -1.15 -0.28 0.47
H 0.5667 2.1034 0.0597 0.09 -1.97 0.88 0.22
H -1.1381 2.1494 -2.8016 0.21 0.33 -2.04 0.47
H 0.7180 -1.2416 2.5043 -1.22 0.16 0.66 0.23
H -0.5982 1.2886 1.1096 -2.02 -0.29 -0.08 0.21
H -0.0263 -1.9893 -0.5024 -0.40 -0.25 -0.19 0.23
H 2.7850 0.3271 0.0433 1.97 2.63 0.82 0.19
H -1.0508 -1.8513 3.3162 1.52 0.74 -0.15 0.22
H -2.0477 -1.8502 1.0715 -0.16 -0.26 1.26 0.20
H 2.4550 -1.2675 -0.6458 -0.56 0.72 0.74 0.19
```
Forces are in eV/Å.

Summary:
- Energy above the lowest of the compared OMol25 structures with the same formula, charge and spin: 85.4 kcal per mole
- SMILES: C=CCC(=C)C.O
- Frontier orbital gap: 10.072 eV
- F_max: 5.7 eV/A
- Charge: 0
- Lowest unoccupied orbital energy: 0.585 eV

=====

Molecular formula: C6H12O
Method: DFT, ωB97M-V/def2-TZVPD

```
19
Properties=species:S:1:pos:R:3:forces:R:3:nbo_charge:R:1
O -0.5789 1.9909 0.2028 -0.25 0.28 0.04 -0.72
C 1.9273 0.9013 -0.3384 0.11 -0.44 -0.01 -0.65
C 1.0701 -0.2157 0.4157 0.21 0.07 -0.05 -0.40
C -0.7960 -1.6272 -0.8087 0.07 0.08 -0.08 -0.60
C -0.4257 -0.4645 0.1090 0.12 0.22 -0.22 -0.09
C -1.4896 -0.1017 1.1403 -0.03 -0.05 0.12 -0.44
C -1.2383 0.7932 -0.0274 -0.25 -0.23 -0.24 0.09
H -1.8047 -1.4789 -1.2169 0.20 0.02 0.09 0.21
H 1.8448 1.9877 -0.1357 -0.28 -0.55 0.30 0.21
H 1.8556 0.8203 -1.4292 0.02 -0.22 0.19 0.22
H 0.3473 1.7954 0.0230 -0.36 0.53 0.09 0.48
H 1.2051 -0.0879 1.4958 0.02 0.09 -0.19 0.22
H -0.1101 -1.6995 -1.6595 -0.05 0.03 0.06 0.21
H 1.6081 -1.1295 0.1502 -0.09 -0.05 0.15 0.22
H 2.9548 0.7049 -0.0356 0.11 -0.14 -0.24 0.23
H -2.4190 -0.6710 1.1431 0.32 -0.04 -0.02 0.21
H -1.9575 0.8288 -0.8428 -0.07 0.06 0.17 0.17
H -1.1809 0.2593 2.1190 0.04 0.01 -0.23 0.22
H -0.8122 -2.6058 -0.3049 0.17 0.34 0.05 0.21
```
Forces are in eV/Å.

Summary:
- Energy above the lowest of the compared OMol25 structures with the same formula, charge and spin: 41.4 kcal per mole
- SMILES: CC[C@@]1(C)C[C@H]1O
- Frontier orbital gap: 10.393 eV
- F_max: 0.7 eV/A
- Charge: 0
- Lowest unoccupied orbital energy: 0.959 eV

=====

Molecular formula: C6H12O
Method: DFT, ωB97M-V/def2-TZVPD

```
19
Properties=species:S:1:pos:R:3:forces:R:3:nbo_charge:R:1
O -0.9766 1.1650 -1.2594 -0.21 0.56 0.34 -0.51
C -0.1506 0.9077 -0.1532 0.43 0.14 0.45 0.07
C 1.8812 -0.1963 -1.0382 0.09 0.00 -0.04 -0.60
C 1.1625 -0.4559 1.3859 0.06 -0.03 0.08 -0.60
C 0.7109 -0.3277 -0.0700 0.00 -0.02 -0.03 -0.25
C -2.3490 -0.3917 -0.0766 0.06 -0.07 -0.33 -0.67
C -1.5886 0.8948 0.0668 -0.10 0.25 -0.49 0.05
H 0.1307 -1.2183 -0.3437 0.03 0.21 0.02 0.21
H 2.4755 0.6946 -0.8006 -0.05 -0.12 -0.04 0.20
H 1.5164 -0.0973 -2.0657 0.09 -0.02 0.13 0.22
H 0.3042 -0.5573 2.0616 0.13 0.00 -0.12 0.21
H -2.0853 1.7572 0.5085 0.20 -0.08 -0.09 0.20
H 1.7210 0.4381 1.6915 -0.06 -0.13 -0.04 0.20
H 1.8141 -1.3223 1.5308 -0.06 0.08 -0.04 0.21
H -2.1299 -0.4353 -1.1443 -0.94 -1.27 -0.11 0.26
H 0.3729 1.8099 0.1538 0.23 0.02 0.24 0.18
H 2.5403 -1.0682 -0.9833 -0.06 0.09 -0.02 0.21
H -1.9305 -1.2792 0.4075 -0.04 0.30 0.17 0.21
H -3.4194 -0.3179 0.1287 0.21 0.07 -0.06 0.22
```
Forces are in eV/Å.

Summary:
- Energy above the lowest of the compared OMol25 structures with the same formula, charge and spin: 37.2 kcal per mole
- SMILES: CC(C)[C@H]1O[C@H]1C
- Frontier orbital gap: 11.085 eV
- F_max: 1.6 eV/A
- Charge: 0
- Lowest unoccupied orbital energy: 1.109 eV

=====

Molecular formula: C6H12O
Method: DFT, ωB97M-V/def2-TZVPD

```
19
Properties=species:S:1:pos:R:3:forces:R:3:nbo_charge:R:1
O -1.4851 -0.7221 0.4712 0.04 -0.13 -0.02 -0.74
C -1.5364 1.3128 -0.8342 0.00 0.04 -0.01 -0.64
C 1.3861 -1.0841 0.0330 0.02 -0.11 -0.05 -0.49
C -0.7692 0.2031 -0.1236 0.14 0.01 -0.21 0.21
C 1.1286 -0.4190 1.4008 -0.10 -0.04 0.01 -0.41
C 0.3781 0.8337 0.9400 0.04 0.17 0.23 -0.36
C 0.4002 -0.3225 -0.8342 -0.08 -0.02 -0.02 0.12
H -2.1877 1.8268 -0.1210 0.10 -0.10 -0.07 0.23
H 1.2056 -2.1605 0.0192 0.02 0.11 0.02 0.25
H 2.0395 -0.2251 1.9781 -0.19 0.05 -0.19 0.21
H 1.0601 1.5891 0.5275 -0.22 -0.16 -0.06 0.20
H 0.4538 -1.0256 2.0029 0.09 0.00 -0.05 0.24
H 0.7974 0.2495 -1.6761 -0.05 -0.16 0.01 0.20
H 2.4052 -0.9023 -0.3209 -0.13 -0.05 0.04 0.21
H -0.2568 1.3229 1.6797 0.03 -0.08 -0.04 0.24
H -0.7264 -1.7230 -1.4503 0.16 0.23 0.07 -0.08
H -0.8743 2.0495 -1.3031 -0.07 -0.06 0.05 0.20
H -2.1752 0.8687 -1.6053 0.11 0.02 0.11 0.23
H -1.2436 -1.6719 -0.7839 0.08 0.29 0.21 0.18
```
Forces are in eV/Å.

Summary:
- Energy above the lowest of the compared OMol25 structures with the same formula, charge and spin: 110.1 kcal per mole
- Frontier orbital gap (spin up / spin down): 8.522 / 8.522 eV
- F_max: 0.4 eV/A
- Charge: 0
- Lowest unoccupied orbital energy (spin up / spin down): -0.377 / -0.377 eV

=====

Molecular formula: C6H12O
Method: DFT, ωB97M-V/def2-TZVPD

```
19
Properties=species:S:1:pos:R:3:forces:R:3:nbo_charge:R:1
O 1.1907 0.9638 0.9618 0.05 -0.17 0.21 -0.73
C 0.9335 0.3224 -0.2792 0.06 -0.10 -0.24 0.11
C -1.4180 0.7274 0.5222 -0.05 0.24 -0.04 -0.22
C -0.8882 -1.5562 -0.4618 0.01 -0.02 0.03 -0.61
C -1.2146 2.0351 0.6876 -0.27 -0.07 -0.02 -0.37
C 1.9134 -0.8379 -0.3198 0.03 -0.11 -0.09 -0.62
C -0.5939 -0.0519 -0.4870 0.02 0.03 0.00 -0.29
H -0.8784 0.3147 -1.4826 0.15 -0.07 0.12 0.22
H 1.1919 1.0397 -1.0724 0.02 -0.09 0.17 0.16
H -0.5388 2.5705 0.0232 -0.09 -0.07 0.18 0.20
H -1.9591 -1.7415 -0.6036 0.14 0.09 0.06 0.21
H -2.0919 0.1838 1.1855 0.12 0.05 -0.09 0.21
H -0.5876 -2.0231 0.4832 -0.07 0.11 -0.10 0.21
H -0.3601 -2.0747 -1.2693 -0.08 0.10 0.17 0.21
H 1.9063 -1.3958 -1.2597 -0.02 0.05 0.06 0.20
H -1.6105 2.6074 1.5187 -0.36 -0.07 -0.18 0.21
H 1.7040 -1.5147 0.5154 0.05 0.00 -0.20 0.21
H 0.3899 0.8514 1.4932 0.39 0.26 0.07 0.48
H 2.9113 -0.4204 -0.1554 -0.11 -0.14 -0.11 0.22
```
Forces are in eV/Å.

Summary:
- Energy above the lowest of the compared OMol25 structures with the same formula, charge and spin: 33.8 kcal per mole
- SMILES: C=C[C@H](C)[C@H](C)O
- Frontier orbital gap: 10.664 eV
- F_max: 0.5 eV/A
- Charge: 0
- Lowest unoccupied orbital energy: 1.046 eV

=====

Molecular formula: C6H12O
Method: DFT, ωB97M-V/def2-TZVPD

```
19
Properties=species:S:1:pos:R:3:forces:R:3:nbo_charge:R:1
O 1.8815 -1.0030 1.9507 0.11 -0.26 -0.34 -0.72
C -0.1715 1.1438 -0.7568 -1.41 -0.33 -0.77 -0.43
C 0.9371 -0.9911 -0.3246 1.33 0.14 0.69 -0.22
C 1.8361 -1.6816 0.6868 -0.35 -0.79 0.46 -0.10
C -2.7273 0.7388 -0.8955 0.89 0.46 -1.06 -0.61
C -0.0268 -0.1462 0.0201 1.59 1.33 0.04 -0.17
C -1.5956 1.7419 -0.6604 0.87 -0.77 0.22 -0.39
H 0.1501 0.9576 -1.7895 -0.47 -0.13 -0.13 0.20
H -3.6478 1.3101 -0.9850 -0.34 -0.44 0.32 0.21
H 0.5042 1.9639 -0.4904 0.25 -0.47 0.78 0.21
H -1.5615 2.5907 -1.3420 -0.69 0.20 0.15 0.20
H -2.5625 0.1991 -1.8322 -0.13 0.07 -0.10 0.20
H -2.7015 -0.0203 -0.1209 -0.45 0.09 0.26 0.21
H 2.5627 -0.3355 1.8425 -0.09 0.24 0.25 0.46
H -1.7194 2.0472 0.3826 0.09 0.61 -0.15 0.19
H -0.3681 -0.1209 1.0479 -0.21 -0.24 0.07 0.21
H 2.8424 -1.7341 0.2743 0.12 0.21 -0.24 0.17
H 1.4908 -0.8615 -1.2518 -0.61 0.02 -0.40 0.19
H 1.6315 -2.7306 0.9169 -0.50 0.07 -0.05 0.19
```
Forces are in eV/Å.

Summary:
- Energy above the lowest of the compared OMol25 structures with the same formula, charge and spin: 44.7 kcal per mole
- SMILES: CCC/C=C/CO
- Frontier orbital gap: 10.144 eV
- F_max: 2.1 eV/A
- Charge: 0
- Lowest unoccupied orbital energy: 0.922 eV

=====

Molecular formula: C6H12O
Method: DFT, ωB97M-V/def2-TZVPD

```
19
Properties=species:S:1:pos:R:3:forces:R:3:nbo_charge:R:1
O -2.7815 -0.6256 -0.4719 -0.01 -0.09 0.03 -0.51
C 1.5847 -0.5259 0.0354 0.09 -0.21 -0.08 -0.38
C -2.8357 0.5588 0.2938 -0.11 0.23 0.12 -0.25
C 0.3997 0.4080 0.4003 -0.08 0.05 0.08 -0.59
C -1.4123 -0.8479 -0.7472 0.17 -0.10 -0.10 -0.23
C 2.9193 0.2099 0.0695 0.08 0.07 0.01 -0.59
C -0.6652 -0.5968 0.5553 0.13 0.15 -0.19 0.19
H 3.7327 -0.4736 -0.1928 -0.07 0.12 0.02 0.21
H -2.1683 0.4364 1.1712 -0.19 0.17 0.00 0.20
H 1.4134 -0.9500 -0.9620 0.06 0.05 0.14 0.20
H 1.6020 -1.3623 0.7438 0.05 0.08 -0.12 0.22
H -1.2828 -1.8970 -1.0423 0.01 0.13 0.05 0.22
H -1.1023 -0.2063 -1.6014 -0.03 0.00 0.18 0.13
H 2.9295 1.0465 -0.6370 0.01 -0.12 0.09 0.21
H -3.8481 0.7094 0.6687 0.04 -0.02 -0.15 0.20
H 3.1180 0.6075 1.0705 -0.03 -0.06 -0.15 0.21
H 0.6333 0.9222 1.3406 0.02 -0.15 -0.12 0.22
H 0.2652 1.1541 -0.4043 0.01 -0.19 0.11 0.19
H -2.5015 1.4325 -0.2901 -0.14 -0.11 0.07 0.16
```
Forces are in eV/Å.

Summary:
- Energy above the lowest of the compared OMol25 structures with the same formula, charge and spin: 111.9 kcal per mole
- Frontier orbital gap: 8.355 eV
- F_max: 0.3 eV/A
- Charge: 0
- Lowest unoccupied orbital energy: 0.061 eV

=====

Molecular formula: C6H12O
Method: DFT, ωB97M-V/def2-TZVPD

```
19
Properties=species:S:1:pos:R:3:forces:R:3:nbo_charge:R:1
O -1.9298 1.6512 -0.3672 0.02 0.22 0.31 -0.71
C 0.2641 0.5255 -0.6339 0.11 0.10 -0.04 -0.25
C -1.1999 0.4540 -0.2175 0.16 -0.30 0.01 0.24
C -0.7952 -0.0215 -1.5688 -0.11 -0.09 -0.16 -0.43
C 2.2623 -0.2993 0.9051 -0.03 0.07 0.07 -0.61
C 1.3933 -0.4605 -0.3416 -0.06 -0.08 -0.01 -0.39
C -1.6928 -0.4050 0.9189 0.03 -0.04 0.01 -0.63
H 2.7444 0.6833 0.9510 -0.14 -0.08 -0.01 0.20
H -2.7014 -0.7927 0.7375 0.16 0.06 -0.05 0.22
H 1.6936 -0.4479 1.8290 0.02 0.08 -0.11 0.20
H -2.0900 2.0424 0.5003 0.15 -0.04 -0.06 0.47
H -1.1299 0.5842 -2.4046 -0.02 -0.09 0.13 0.23
H 0.9930 -1.4834 -0.3585 -0.03 0.17 0.05 0.19
H 3.0627 -1.0509 0.8870 -0.17 0.16 0.04 0.21
H -1.0168 -1.2403 1.1191 -0.08 0.04 -0.10 0.22
H -0.7586 -1.0924 -1.7548 0.02 0.16 0.02 0.21
H -1.7298 0.2046 1.8336 0.04 -0.13 -0.13 0.20
H 2.0510 -0.4029 -1.2216 -0.11 -0.05 0.13 0.21
H 0.5798 1.5518 -0.8130 0.01 -0.15 -0.12 0.22
```
Forces are in eV/Å.

Summary:
- Energy above the lowest of the compared OMol25 structures with the same formula, charge and spin: 28.3 kcal per mole
- SMILES: CC[C@H]1C[C@]1(C)O
- Frontier orbital gap: 10.248 eV
- F_max: 0.4 eV/A
- Charge: 0
- Lowest unoccupied orbital energy: 1.005 eV